The following is a DFT calculation (ωB97M-V/def2-TZVPD) of the molecule C5H8O at a distorted geometry.

```
14
Properties=species:S:1:pos:R:3:mulliken_charge:R:1
C -2.05 0.90 0.03 -0.655
C -1.17 -0.03 0.04 0.144
C -0.45 -1.32 -0.08 -0.479
C 0.43 -0.29 0.60 -0.252
C 1.38 0.64 -0.02 -0.693
O 2.73 0.17 -0.13 -0.505
H -1.93 1.84 0.40 0.307
H -3.05 0.79 -0.49 0.197
H -0.70 -2.18 0.53 0.250
H -0.07 -1.62 -1.05 0.231
H 0.46 -0.36 1.62 0.476
H 1.36 1.48 0.72 0.296
H 1.16 0.91 -1.06 0.342
H 2.87 0.23 0.87 0.340
```

Properties
SMILES: C=C1C[C@H]1CO
E_HOMO in eV: -9.060
Lowest unoccupied orbital energy in eV: 0.9
ΔE to the lowest compared entry with this formula, charge and spin in kcal/mol: 84.8